{
  "formula": "C30H90O15",
  "method": "wB97M-V/def2-TZVPD",
  "e_tot_ha": -2325.45295,
  "de_lowest_kcal_mol": 104.0,
  "symbols": ["C", "C", "O", "H", "H", "H", "H", "H", "H", "C", "C", "O", "H", "H", "H", "H", "H", "H", "C", "C", "O", "H", "H", "H", "H", "H", "H", "C", "C", "O", "H", "H", "H", "H", "H", "H", "C", "C", "O", "H", "H", "H", "H", "H", "H", "C", "C", "O", "H", "H", "H", "H", "H", "H", "C", "C", "O", "H", "H", "H", "H", "H", "H", "C", "C", "O", "H", "H", "H", "H", "H", "H", "C", "C", "O", "H", "H", "H", "H", "H", "H", "C", "C", "O", "H", "H", "H", "H", "H", "H", "C", "C", "O", "H", "H", "H", "H", "H", "H", "C", "C", "O", "H", "H", "H", "H", "H", "H", "C", "C", "O", "H", "H", "H", "H", "H", "H", "C", "C", "O", "H", "H", "H", "H", "H", "H", "C", "C", "O", "H", "H", "H", "H", "H", "H"],
  "coordinates": [[-0.523539, 0.677634, -0.721946], [0.420003, -0.406770, -0.242388], [0.375006, -0.527281, 1.170629], [-1.513865, 0.483722, -0.290372], [-0.651510, 0.691849, -1.803837], [-0.233731, 1.644021, -0.307318], [1.416473, -0.098464, -0.587061], [0.185302, -1.381586, -0.687477], [1.247599, -0.855316, 1.443936], [-3.880801, 2.995603, -0.181956], [-3.934535, 3.971634, 0.968936], [-3.423364, 5.217764, 0.512602], [-2.864049, 2.753524, -0.494165], [-4.396994, 3.387585, -1.062076], [-4.330979, 2.047094, 0.135749], [-3.280763, 3.575103, 1.747727], [-4.947390, 4.103642, 1.360256], [-4.037670, 5.580083, -0.131567], [-0.563785, 4.417865, -1.554702], [0.199324, 5.443601, -2.366973], [-0.168405, 5.329299, -3.739624], [-1.639537, 4.562709, -1.662450], [-0.386461, 4.560934, -0.486655], [-0.211974, 3.411053, -1.769466], [1.260645, 5.185908, -2.275982], [0.005017, 6.424342, -1.926534], [0.109465, 6.103937, -4.233184], [1.233543, 3.423328, 2.021386], [2.231684, 3.090023, 0.930573], [2.422094, 4.231996, 0.124435], [0.250976, 3.680314, 1.616197], [1.542748, 4.251828, 2.657821], [1.026157, 2.556129, 2.655381], [1.876358, 2.214281, 0.366494], [3.200361, 2.789161, 1.355901], [2.773995, 3.923691, -0.730454], [-2.994527, -3.752424, 2.239155], [-1.906945, -2.964526, 1.540220], [-2.020374, -1.589549, 1.919335], [-2.922308, -3.589318, 3.315382], [-2.885921, -4.820572, 2.033328], [-4.023770, -3.535531, 1.948991], [-2.009216, -2.986280, 0.450460], [-0.925960, -3.354974, 1.824693], [-1.182410, -1.163335, 1.661949], [-1.694369, 1.455670, 3.687598], [-0.678398, 0.492258, 4.281170], [-0.581495, 0.673241, 5.716127], [-1.822023, 1.220270, 2.626438], [-1.347379, 2.489785, 3.667138], [-2.619725, 1.337097, 4.247242], [0.329877, 0.659016, 3.895095], [-0.964900, -0.540282, 4.084979], [-1.009149, -0.100369, 6.091590], [3.536919, 1.121713, 3.922527], [3.116900, 1.255336, 5.370634], [4.226934, 1.753091, 6.107826], [4.498606, 0.618222, 3.844426], [3.599597, 2.112756, 3.463043], [2.770448, 0.659534, 3.299531], [2.863887, 0.262666, 5.758813], [2.256803, 1.921414, 5.473307], [4.031223, 1.800224, 7.045356], [1.861258, -4.679409, 1.451698], [3.347482, -4.865546, 1.724666], [3.776246, -4.104089, 2.864949], [1.242410, -5.081762, 2.254718], [1.573327, -5.184802, 0.530045], [1.655482, -3.613657, 1.341075], [3.794248, -4.598046, 0.758423], [3.690027, -5.894438, 1.871480], [4.708009, -3.900895, 2.714083], [4.401550, -1.657005, -0.027989], [3.925556, -0.642771, 1.004420], [2.991512, -1.352726, 1.830657], [4.934700, -2.490381, 0.432031], [5.143161, -1.174078, -0.678625], [3.641781, -2.040597, -0.708284], [3.572172, 0.280917, 0.545957], [4.735491, -0.311506, 1.663814], [3.406553, -2.151109, 2.179920], [-2.975909, 2.552225, -3.987513], [-1.718171, 2.234491, -4.814032], [-0.546616, 2.376155, -4.050333], [-3.889573, 2.166021, -4.438329], [-3.093954, 3.640275, -3.931040], [-2.908372, 2.263912, -2.938060], [-1.680405, 2.825895, -5.733424], [-1.807064, 1.197781, -5.142259], [-0.359140, 3.323569, -3.954770], [-0.123899, -0.845889, -5.281192], [-1.222898, -1.701258, -5.929656], [-0.833468, -2.054693, -7.240066], [0.805720, -1.416480, -5.266568], [-0.372866, -0.564927, -4.258544], [0.014987, 0.023104, -5.922637], [-2.176711, -1.161553, -5.897943], [-1.395300, -2.599616, -5.328565], [-0.999980, -2.986461, -7.387962], [3.147674, 0.968618, -3.222509], [2.455881, 2.305016, -2.903923], [3.437669, 3.115805, -2.208459], [2.471886, 0.383843, -3.858876], [3.248949, 0.422211, -2.288415], [4.030678, 1.146539, -3.834611], [1.639606, 2.107852, -2.212169], [2.152929, 2.847609, -3.799564], [4.264129, 3.058907, -2.693013], [-5.362172, -0.222340, -2.790316], [-4.020620, -0.746207, -2.290603], [-4.100218, -1.834717, -1.373429], [-5.899489, 0.318358, -2.009472], [-6.041916, -0.978842, -3.182225], [-5.176414, 0.456899, -3.623604], [-3.396584, 0.028058, -1.836903], [-3.452683, -1.086013, -3.159792], [-4.255425, -1.502875, -0.483659], [-0.744447, -4.780979, -1.693529], [-1.703618, -3.849755, -2.405126], [-3.044902, -4.273598, -2.204295], [0.224137, -4.272244, -1.659613], [-0.607172, -5.683097, -2.293630], [-1.046483, -5.069979, -0.690071], [-1.517083, -3.819303, -3.480952], [-1.605399, -2.842158, -1.983728], [-3.593925, -3.512763, -1.949905], [0.463779, -2.768662, 4.690438], [1.588807, -3.425821, 5.446050], [1.988628, -4.628163, 4.834209], [0.874803, -2.369577, 3.758499], [0.015073, -1.945616, 5.253231], [-0.357212, -3.456544, 4.478025], [1.279440, -3.600925, 6.479608], [2.420572, -2.708451, 5.460084], [2.674054, -4.487108, 4.153912]],
  "forces_ev_per_angstrom": [[-0.9, -0.4, 0.8], [0.1, 0.3, -0.7], [0.3, 0.4, -0.2], [0.0, -0.1, -0.1], [0.3, 0.2, -0.1], [0.2, 0.1, -0.3], [0.2, -0.3, 0.2], [0.0, 0.1, -0.2], [0.0, -0.2, 0.4], [-0.4, -0.8, 0.0], [0.4, 0.0, -0.8], [0.3, 0.3, 0.5], [0.1, 0.3, 0.2], [-0.2, -0.1, 0.1], [-0.1, 0.0, -0.2], [-0.1, 0.5, 0.2], [0.0, -0.2, 0.1], [0.0, 0.0, 0.0], [0.0, 0.3, 0.5], [0.5, -0.6, 0.8], [-0.5, -0.1, -0.1], [0.0, -0.4, -0.3], [0.3, 0.2, -0.1], [-0.4, -0.1, -0.2], [0.0, 0.4, 0.1], [0.1, 0.2, -0.4], [0.1, 0.0, 0.0], [-0.5, -0.4, 0.2], [0.1, 0.0, 0.4], [-0.2, -0.2, -0.5], [0.1, 0.1, -0.3], [0.2, 0.0, -0.1], [0.3, 0.0, 0.0], [-0.1, 0.2, -0.2], [-0.1, 0.0, 0.1], [0.1, 0.3, 0.3], [0.0, -0.5, 0.0], [-0.6, 0.7, -0.1], [0.0, -0.2, 0.1], [0.0, -0.1, 0.0], [0.2, 0.0, 0.1], [0.2, 0.5, -0.2], [0.0, -0.5, -0.1], [0.0, -0.1, 0.0], [-0.1, 0.0, 0.2], [0.6, -0.3, -0.5], [0.1, 0.4, 0.5], [-0.1, -0.2, -0.4], [-0.3, -0.3, 0.1], [0.0, 0.0, 0.5], [-0.2, 0.2, -0.2], [-0.1, 0.0, -0.2], [0.0, 0.1, -0.3], [0.0, 0.2, 0.3], [-0.4, 1.0, -0.3], [0.1, -0.5, 0.1], [0.4, 0.3, -0.2], [-0.1, -0.1, -0.1], [0.5, 0.1, 0.2], [0.1, -0.5, 0.3], [-0.3, 0.1, 0.0], [-0.1, -0.1, 0.0], [-0.2, -0.1, 0.0], [0.0, -0.3, 0.7], [-0.3, -0.7, -1.1], [0.4, 0.7, -1.1], [0.0, 0.1, 0.0], [0.1, 0.0, 0.0], [-0.1, 0.0, 0.0], [0.6, 0.6, 0.5], [-0.6, -0.1, 0.2], [0.0, -0.1, 0.4], [1.2, 0.9, -0.8], [0.8, -1.6, 0.4], [-0.9, 1.1, -0.1], [-0.2, -0.1, 0.1], [0.0, -0.1, 0.0], [-0.3, 0.1, 0.3], [-0.9, -0.3, 0.2], [0.2, -0.1, -0.3], [0.0, -0.1, 0.0], [0.1, 1.2, -0.2], [-1.0, -0.5, 0.3], [0.4, 0.0, -0.1], [0.1, -0.1, 0.0], [-0.1, 0.0, -0.1], [0.2, -0.5, -0.2], [0.0, 0.2, 0.1], [0.4, -0.1, 0.1], [-0.1, 0.0, -0.1], [-0.3, -0.6, -0.6], [0.2, -0.1, 1.1], [0.0, 0.2, -0.3], [0.0, 0.0, 0.0], [-0.1, 0.2, -0.1], [0.2, 0.2, 0.3], [0.0, 0.1, -0.4], [0.1, 0.0, 0.0], [-0.1, 0.0, 0.0], [-1.8, 0.4, -0.7], [1.6, -0.5, 0.0], [-0.6, 0.0, 0.2], [0.0, 0.0, 0.1], [0.7, -0.1, -0.1], [0.4, -0.2, 0.4], [-0.2, 0.4, -0.1], [-0.4, -0.2, 0.1], [0.1, 0.1, 0.0], [0.0, 0.3, 0.2], [0.1, 0.0, -0.3], [-0.2, 0.0, -0.1], [0.0, 0.1, 0.0], [0.3, -0.3, 0.2], [0.0, 0.2, 0.1], [-0.3, 0.3, -0.1], [0.0, -0.3, 0.1], [0.0, 0.0, 0.0], [0.6, 0.0, -0.8], [-0.9, 0.2, 0.8], [-0.2, -0.2, -0.1], [0.1, -0.2, 0.2], [0.0, -0.1, 0.2], [-0.2, 0.2, 0.0], [0.3, 0.1, 0.0], [0.1, 0.1, -0.2], [0.3, -0.1, 0.0], [-0.4, 0.3, -0.2], [0.2, 0.5, -0.1], [0.1, -0.7, 0.1], [-0.3, 0.0, -0.1], [0.3, 0.0, 0.0], [0.2, -0.2, -0.1], [0.2, -0.3, -0.1], [0.1, -0.1, 0.3], [-0.4, 0.3, 0.7]]
}